[1]
Formula: C40H65FN2O13S2
Source: OMol25
Level of theory: the ωB97M-V functional and the def2-TZVPD basis

As for the SMILES: CCOCCc1cc(F)c2c(c1)N(S)c1c(N)cccc1S2.CCOC(C)=O.CCOC(C)=O.CCOC(C)=O.CCOC(C)=O.CCOC(C)=O.CCOC(C)=O. The value obtained for the HOMO-LUMO gap is 7.93 eV. The energy is -96509.977 eV. For the molar mass, the calculation gives 865.09 g mol⁻¹. The value obtained for the highest occupied orbital energy is -7.703 eV.

Structure (ORCA input):
```
! wB97M-V def2-TZVPD RIJCOSX def2/J DEFGRID3
* xyz 0 1
C -3.989 1.205 7.152
C -5.089 0.355 6.348
O -5.670 1.050 5.226
C -6.727 0.282 4.605
C -6.906 0.547 3.039
C -5.667 0.017 2.146
C -5.720 0.069 0.575
C -4.529 -0.423 -0.324
F -4.562 -0.386 -1.751
C -3.271 -0.959 0.392
C -3.176 -1.026 1.966
C -4.381 -0.543 2.806
N -1.977 -1.501 2.680
S -1.904 -3.238 2.801
C -0.722 -0.909 2.158
C 0.278 -0.363 3.246
N -0.107 -0.477 4.660
C 1.596 0.272 2.713
C 1.889 0.385 1.173
C 0.899 -0.168 0.083
C -0.396 -0.824 0.617
S -1.725 -1.543 -0.487
H -4.510 1.717 8.029
H -3.200 0.493 7.611
H -3.430 1.975 6.519
H -5.923 0.052 7.090
H -4.577 -0.646 6.059
H -6.424 -0.833 4.711
H -7.724 0.422 5.145
H -7.142 1.650 2.802
H -7.822 -0.050 2.657
H -6.621 0.491 0.012
H -4.292 -0.614 3.937
H -0.862 -3.458 3.721
H -0.930 0.132 4.770
H 0.658 -0.232 5.301
H 2.330 0.670 3.508
H 2.862 0.892 0.870
H 1.109 -0.084 -1.042
C 5.621 0.362 -3.093
C 4.687 -0.140 -4.175
O 3.337 -0.217 -3.697
C 2.478 0.819 -3.682
C 3.000 2.208 -3.917
O 1.310 0.635 -3.408
H 5.362 1.374 -2.776
H 6.654 0.365 -3.446
H 5.553 -0.274 -2.206
H 4.746 0.453 -5.091
H 4.972 -1.159 -4.449
H 3.207 2.680 -2.955
H 2.234 2.781 -4.443
H 3.891 2.244 -4.541
C 3.163 -6.998 4.146
C 3.130 -5.828 5.108
O 3.754 -4.670 4.534
C 3.130 -3.795 3.725
C 1.788 -4.158 3.150
O 3.678 -2.763 3.408
H 2.604 -6.783 3.232
H 2.736 -7.890 4.610
H 4.190 -7.215 3.844
H 2.120 -5.597 5.456
H 3.712 -6.080 5.997
H 1.930 -4.599 2.162
H 1.195 -3.247 3.057
H 1.211 -4.837 3.775
C 3.444 -12.973 3.174
C 3.301 -11.474 3.004
O 3.799 -10.775 4.154
C 5.092 -10.452 4.351
C 6.143 -11.075 3.474
O 5.410 -9.726 5.271
H 4.490 -13.270 3.271
H 3.013 -13.500 2.320
H 2.937 -13.303 4.085
H 3.772 -11.108 2.088
H 2.241 -11.222 2.928
H 6.541 -11.962 3.968
H 6.945 -10.350 3.330
H 5.787 -11.338 2.480
C -0.416 7.207 -3.505
C 0.602 7.405 -4.609
O 1.442 6.248 -4.750
C 1.123 5.167 -5.478
C -0.288 5.001 -5.966
O 1.949 4.300 -5.673
H -1.091 6.376 -3.724
H -1.015 8.110 -3.366
H 0.082 6.968 -2.565
H 0.143 7.675 -5.563
H 1.264 8.232 -4.341
H -0.842 4.386 -5.255
H -0.261 4.499 -6.935
H -0.813 5.942 -6.124
C -2.930 9.930 0.522
C -2.146 8.768 1.095
O -1.247 8.220 0.118
C -0.016 8.699 -0.132
C 0.377 10.040 0.423
O 0.736 8.088 -0.859
H -2.275 10.754 0.230
H -3.650 10.306 1.253
H -3.469 9.621 -0.377
H -1.614 9.029 2.013
H -2.837 7.963 1.358
H 0.189 10.807 -0.328
H 1.442 10.017 0.658
H -0.135 10.300 1.348
C -0.517 -0.497 -8.183
C -0.607 0.928 -7.675
O -1.117 1.805 -8.691
C -2.425 1.997 -8.939
C -3.431 1.062 -8.329
O -2.777 2.868 -9.704
H -1.499 -0.893 -8.448
H -0.076 -1.148 -7.424
H 0.097 -0.542 -9.086
H -1.190 1.012 -6.755
H 0.398 1.287 -7.437
H -3.661 0.269 -9.042
H -4.339 1.626 -8.111
H -3.110 0.624 -7.385
*
```

=====

[2]
Formula: C40H66Ge2N4O5PS4SiTi
Source: OMol25
Level of theory: the ωB97M-V functional and the def2-TZVPD basis

The value obtained for the HOMO-LUMO gap (alpha / beta) is 4.02 / 3.99 eV. The energy is -255403.685 eV. For the molar mass, the calculation gives 1063.41 g mol⁻¹. The value obtained for the highest occupied orbital energy (alpha / beta) is -2.652 / -2.615 eV. The calculation puts the relative energy (zero: lowest compared OMol25 entry of this formula, charge and spin) at 3.364 eV.

Structure (ORCA input):
```
! wB97M-V def2-TZVPD RIJCOSX def2/J DEFGRID3
* xyz -1 1
Ti -0.519 -0.106 1.068
C -1.959 5.774 -0.182
C -1.525 4.530 -0.947
Ge -1.886 2.664 -0.154
C -3.845 2.280 -0.409
C -4.686 3.512 -0.701
C -1.719 3.295 1.697
C -0.662 3.381 2.513
Ge 0.643 1.831 2.238
C 2.202 2.670 1.189
C 2.381 4.171 1.311
C 1.467 1.453 4.087
C 2.774 0.682 4.003
C -0.535 4.538 3.413
C -1.506 5.549 3.482
C -1.274 6.746 4.126
C -0.057 6.987 4.740
C 0.901 5.989 4.733
C 0.661 4.793 4.084
H -1.750 6.676 -0.763
H -1.423 5.857 0.761
H -3.026 5.755 0.025
H -0.444 4.591 -1.093
H -1.973 4.569 -1.942
H -4.203 1.805 0.505
H -3.964 1.543 -1.199
H -4.731 4.164 0.170
H -5.704 3.227 -0.968
H -4.262 4.087 -1.522
H -2.573 3.960 1.828
H 2.046 2.418 0.139
H 3.115 2.154 1.490
H 1.468 4.689 1.021
H 3.193 4.525 0.672
H 2.604 4.451 2.336
H 0.736 0.850 4.629
H 1.617 2.347 4.685
H 2.668 -0.140 3.295
H 3.046 0.267 4.973
H 3.583 1.331 3.672
H -2.466 5.421 3.006
H -2.048 7.504 4.130
H 0.136 7.938 5.213
H 1.852 6.154 5.222
H 1.434 4.048 4.066
S -1.995 -0.101 3.254
S -0.823 -1.180 4.477
S 0.682 -1.910 3.422
S 1.590 -0.619 0.273
C 5.070 -1.703 0.568
N 4.974 -1.858 -0.961
C 5.580 -3.192 -1.350
N 4.987 -4.257 -0.639
C 5.237 -4.059 0.779
N 4.629 -2.843 1.263
C 3.181 -2.916 1.325
P 2.338 -2.774 -0.352
C 3.576 -1.758 -1.413
C 3.539 -4.358 -0.906
H 4.429 -0.857 0.835
H 6.128 -1.500 0.784
H 5.511 -1.098 -1.385
H 6.655 -3.143 -1.126
H 5.438 -3.322 -2.430
H 6.323 -4.012 0.945
H 4.826 -4.901 1.334
H 2.810 -2.129 1.985
H 2.885 -3.874 1.759
H 3.259 -0.714 -1.370
H 3.517 -2.121 -2.445
H 3.429 -4.545 -1.979
H 3.187 -5.255 -0.391
O -3.733 -0.995 -0.941
C -2.943 -1.041 -0.003
O -2.198 -0.065 0.374
C -2.835 -2.301 0.827
C -1.597 -2.726 1.313
C -1.449 -3.910 2.032
C -2.592 -4.628 2.285
O -2.734 -5.826 2.956
C -4.116 -6.084 2.981
O -4.800 -5.116 2.223
C -3.840 -4.203 1.823
C -3.985 -3.064 1.072
H -0.701 -2.128 1.093
H -0.480 -4.238 2.373
H -4.477 -6.054 4.026
H -4.307 -7.088 2.562
H -4.940 -2.737 0.694
C -0.431 0.493 -4.274
Si -0.967 1.990 -3.205
C 0.095 3.446 -3.868
C -2.794 2.212 -3.725
C -0.596 1.687 -1.368
H -0.747 0.628 -5.304
H -0.898 -0.410 -3.900
H 0.645 0.355 -4.275
H 0.105 3.444 -4.953
H 1.121 3.352 -3.527
H -0.267 4.413 -3.542
H -2.869 2.433 -4.787
H -3.300 3.004 -3.186
H -3.338 1.290 -3.541
H -0.632 0.615 -1.165
H 0.409 2.031 -1.117
O -0.649 -1.644 -1.208
C -0.388 -2.591 -1.932
C -1.037 -3.947 -1.779
C -2.153 -4.109 -2.818
C -1.624 -4.571 -4.174
C -0.656 -3.591 -4.834
C 0.643 -3.380 -4.038
N 0.486 -2.447 -2.954
H -1.454 -3.990 -0.772
H -0.300 -4.744 -1.881
H -2.688 -3.163 -2.917
H -2.867 -4.851 -2.455
H -2.465 -4.732 -4.853
H -1.116 -5.530 -4.043
H -1.150 -2.626 -4.961
H -0.395 -3.971 -5.827
H 1.411 -2.983 -4.707
H 0.997 -4.338 -3.641
H 0.848 -1.508 -3.060
*
```

=====

Q: Which of these has the lowest molar mass?
A: C40H65FN2O13S2